Arrangement one

Entry from OMol25: 7 unconnected molecules or ions with the total composition C8H32N2O7 (ωB97M-V with the def2-TZVPD basis set).

Computed properties:
Multiplicity: 1
Highest occupied orbital energy: -9.282 eV
HOMO-LUMO gap: 9.72 eV
Structure (SMILES): COC[C@H](C)N.COC[C@H](C)N.O.O.O.O.O

```
49
C8H32N2O7, DFT ωB97M-V with the def2-TZVPD basis set
H 10.113 -22.114 17.285
H 10.153 -24.255 14.080
C 14.900 -19.017 15.300
C 13.794 -20.076 15.350
O 7.346 -21.784 14.796
O 10.876 -23.651 13.879
H 8.181 -21.384 15.073
H 8.195 -17.689 15.731
C 10.140 -17.075 16.292
H 8.098 -17.618 20.121
H 9.868 -17.603 20.213
H 10.982 -20.669 15.449
H 10.677 -22.112 15.022
H 15.909 -19.410 15.361
H 12.203 -18.767 15.127
H 9.015 -19.056 19.599
H 14.124 -21.022 14.909
O 13.323 -24.095 15.307
H 6.681 -21.108 14.950
H 14.780 -18.407 14.402
H 10.859 -23.542 12.923
C 14.484 -21.208 18.765
H 12.446 -23.910 14.943
H 10.376 -18.775 17.627
C 13.472 -20.430 16.781
H 10.434 -21.864 18.764
H 14.682 -22.267 18.934
H 14.711 -18.328 16.134
H 11.407 -16.429 14.847
H 15.170 -20.603 19.366
H 9.752 -16.053 16.403
O 10.137 -22.547 18.157
H 9.435 -18.858 15.259
H 13.045 -19.552 17.303
H 9.199 -17.262 14.381
H 12.632 -19.550 13.709
N 11.492 -17.000 15.683
O 10.352 -21.398 15.587
H 13.472 -20.985 19.116
H 11.091 -17.278 18.210
C 9.208 -17.797 15.329
H 12.129 -16.489 16.288
N 12.551 -19.641 14.711
O 14.654 -20.861 17.408
H 12.717 -21.225 16.822
C 9.007 -17.961 19.634
H 13.174 -24.287 16.236
C 10.220 -17.681 17.662
O 9.025 -17.405 18.338
```

Atom charges from the Mulliken analysis, given in e for atoms 1 to 4: 0.4008 0.3134 -1.4603 0.3812


Arrangement two

Entry from OMol25: 7 unconnected molecules or ions with the total composition C8H32N2O7 (ωB97M-V with the def2-TZVPD basis set).

Computed properties:
Multiplicity: 1
Highest occupied orbital energy: -9.370 eV
HOMO-LUMO gap: 9.88 eV
Structure (SMILES): COC[C@H](C)N.COC[C@H](C)N.O.O.O.O.O

```
49
C8H32N2O7, DFT ωB97M-V with the def2-TZVPD basis set
H -0.060 -2.336 -3.368
H -0.282 3.139 3.302
H 0.326 5.968 -1.565
H -3.360 -1.586 -3.758
O -0.670 2.780 1.325
H -1.635 0.753 0.598
C -1.994 -2.220 -2.296
O 0.236 -1.860 1.846
N -2.940 -2.467 -3.379
H 2.637 -0.046 4.835
H 1.906 -1.428 -2.615
C -0.344 2.292 2.578
O -0.018 -0.909 -1.841
H 3.137 -1.357 3.991
H 0.295 -4.195 2.400
H -0.444 -1.229 1.515
N 0.862 5.526 -0.812
O -1.646 -0.193 0.543
H 0.960 6.051 0.051
C -0.006 4.292 -0.483
H 0.000 3.816 -2.641
H -2.402 -1.401 -1.615
H -1.178 -4.235 -2.116
H 1.780 -0.316 -1.195
H 1.178 2.893 -1.639
H -1.057 -3.207 -0.640
H 0.718 -1.195 2.359
H -3.679 -3.091 -3.080
H 0.636 -3.288 3.440
O 0.431 -4.215 3.350
H -1.070 4.669 -0.436
H 1.325 0.175 -2.873
H 0.407 4.571 1.540
H 1.301 3.204 0.923
H 0.610 1.692 2.655
H -2.630 -3.798 -1.164
H -1.209 -0.432 -0.290
O 3.110 -3.463 2.036
C 0.151 3.312 -1.635
C -0.740 -1.554 -2.844
C -1.611 -3.472 -1.471
O 2.841 -0.395 3.977
C 0.373 3.726 0.852
H -1.143 1.618 2.934
H 2.488 -3.448 1.318
H -1.141 -0.916 -3.620
C 1.334 -0.598 -2.117
H -0.511 2.416 -1.534
H 2.727 -4.043 2.658
```

Atom charges from the Mulliken analysis, given in e for atoms 1 to 4: 0.2562 0.3451 0.2704 0.2545


Which of them is the most stable? Correct choice: arrangement one.


Arrangement one

Entry from OMol25: 2 unconnected molecules or ions with the total composition C10H15NO2 (ωB97M-V with the def2-TZVPD basis set).

Computed properties:
Multiplicity: 1
Highest occupied orbital energy: -8.590 eV
HOMO-LUMO gap: 9.18 eV
Structure (SMILES): Cc1ccc(O)cc1.CCC(N)=O

```
28
C10H15NO2, DFT ωB97M-V with the def2-TZVPD basis set
H 1.018 1.824 2.113
O -1.958 -1.155 3.709
H 1.645 -1.197 -1.795
C 0.228 2.343 -0.887
H 2.052 -0.390 -3.984
H -1.927 0.976 1.252
C 1.224 0.213 -0.145
C 0.321 1.946 -2.237
C 0.849 0.631 -2.504
H -0.062 -2.553 3.131
C -0.754 -1.271 1.672
C -0.485 -2.813 2.105
H -0.025 2.595 -3.018
C 1.141 -0.249 -1.460
N -2.133 0.583 2.243
O 0.952 2.238 1.208
H 0.192 -0.749 1.840
H -1.388 -3.368 2.009
H 0.839 0.797 -4.641
H 0.237 -3.222 1.420
C 0.978 0.053 -3.887
H -0.168 3.278 -0.580
H -2.586 1.220 2.876
H 1.752 -0.473 0.546
C -1.716 -0.685 2.605
C 0.716 1.470 0.079
H -1.171 -1.279 0.607
H 0.228 -0.761 -4.275
```

Atom charges from the Mulliken analysis, given in e for atoms 1 to 4: 0.3474 -0.6244 0.2770 -0.6217


Arrangement two

Entry from OMol25: a molecular structure, C10H15NO2 (ωB97M-V with the def2-TZVPD basis set).

Computed properties:
Multiplicity: 1
Highest occupied orbital energy: -8.678 eV
HOMO-LUMO gap: 9.51 eV

```
28
C10H15NO2, DFT ωB97M-V with the def2-TZVPD basis set
N 0.976 -0.222 -1.055
C 2.054 -0.354 -1.919
C -0.350 -0.835 -1.117
H 0.887 0.607 1.901
C 0.738 -1.524 1.969
C -2.746 1.823 0.129
H -0.414 1.710 -0.091
O 1.289 -1.801 0.712
H -2.407 -0.386 -0.864
C -1.379 1.129 0.081
C 0.269 -0.144 1.540
H 3.312 0.456 -0.466
C -1.163 0.339 1.465
C 3.416 -0.266 -1.295
H -3.650 1.187 -0.146
C -1.548 0.088 -1.102
O 1.830 -0.381 -3.105
H 4.077 -0.026 -2.113
H 1.502 -1.448 2.693
H -3.000 2.244 1.049
C 0.631 -0.720 0.186
H -1.614 0.622 -2.078
H -1.829 -0.461 1.457
H 3.643 -1.184 -0.638
H -0.521 -1.867 -1.497
H -1.268 0.969 2.423
H -2.838 2.783 -0.521
H 0.104 -2.336 2.401
```

Atom charges from the Mulliken analysis, given in e for atoms 1 to 4: 0.1021 0.6899 -0.4907 0.3491


Arrangement three

Entry from OMol25: a molecular structure, C10H15NO2 (ωB97M-V with the def2-TZVPD basis set).

Computed properties:
Multiplicity: 1
Highest occupied orbital energy: -8.215 eV
HOMO-LUMO gap: 8.82 eV

```
28
C10H15NO2, DFT ωB97M-V with the def2-TZVPD basis set
H -5.437 -0.932 0.386
H 0.349 -0.720 -1.464
O 1.526 0.665 1.622
H 3.640 1.542 0.344
C 1.428 -0.632 0.375
H -4.936 1.509 -0.074
H 5.125 0.253 0.576
C 0.626 0.023 -0.662
C -3.258 -1.472 0.068
C -2.054 -0.949 -0.181
C -2.797 1.099 -0.266
H 0.712 -1.179 1.173
H 3.292 -1.171 0.805
N -0.553 0.775 -0.155
C 4.306 0.673 -0.058
C -4.416 -0.340 0.150
H -2.611 2.430 -0.211
O 3.677 -0.271 -0.785
H -3.442 -2.650 0.217
H -0.328 1.980 -0.657
H -1.230 -1.741 -0.038
C 2.789 -1.149 0.103
C -4.213 0.916 -0.086
H 0.809 1.170 1.628
C -1.763 0.413 -0.329
H 4.804 0.994 -0.943
H 1.358 0.793 -1.133
H 2.596 -2.027 -0.405
```

Atom charges from the Mulliken analysis, given in e for atoms 1 to 4: 0.1719 0.2361 -0.6382 0.2130


Which of them is the most stable? Correct choice: arrangement one.


Arrangement one

Entry from OMol25: 11 unconnected molecules or ions with the total composition H22O11 (ωB97M-V with the def2-TZVPD basis set).

Computed properties:
Multiplicity: 1
Highest occupied orbital energy: -10.416 eV
HOMO-LUMO gap: 10.58 eV
Structure (SMILES): O.O.O.O.O.O.O.O.O.O.O

```
33
H22O11, DFT ωB97M-V with the def2-TZVPD basis set
O 1.539 2.361 -0.218
O -2.334 -0.763 -1.394
O 2.234 -1.176 -0.393
O 0.067 0.234 -2.100
H 1.524 0.517 3.298
H -0.584 -0.649 3.736
H -2.509 0.041 -0.935
H -3.064 2.492 -0.201
H -3.060 -0.917 -2.024
O -2.716 1.620 -0.030
H -3.068 0.198 1.661
H 3.607 -0.054 -2.800
H 1.611 -1.745 -0.799
O -0.354 0.152 0.759
H -0.122 -1.233 4.992
H 0.981 -2.861 -2.684
H 0.200 -1.793 -2.128
H 2.307 2.722 -0.592
O -0.035 -1.296 4.059
H 2.264 -1.446 0.507
H 0.620 1.748 2.855
H 2.135 -0.024 -2.203
H -1.835 1.734 0.175
H 0.044 0.021 -0.098
H 0.404 0.400 1.279
O -2.842 -0.711 1.641
H -1.918 -0.722 1.362
H -0.737 -0.105 -1.764
O 1.335 1.143 2.586
H 1.125 1.749 -0.813
O 0.586 -2.631 -1.891
H -0.113 0.732 -2.909
O 2.724 0.278 -2.945
```

Atom charges from the Mulliken analysis, given in e for atoms 1 to 4: -0.6147 -0.6051 -0.6590 -0.5953


Arrangement two

Entry from OMol25: 11 unconnected molecules or ions with the total composition H22O11 (ωB97M-V with the def2-TZVPD basis set).

Computed properties:
Multiplicity: 1
Highest occupied orbital energy: -9.604 eV
HOMO-LUMO gap: 9.00 eV
Structure (SMILES): O.O.O.O.O.O.O.O.O.O.O

```
33
H22O11, DFT ωB97M-V with the def2-TZVPD basis set
H -0.329 3.757 -1.196
H 2.821 -0.504 1.965
H 0.898 0.614 -3.304
O -0.614 2.866 -1.287
H 0.558 0.384 -0.107
H 2.023 -1.027 -2.818
H -0.645 2.511 -0.412
H -2.302 -1.570 1.439
H 2.942 0.943 1.344
H -2.506 0.489 -2.590
O -2.507 -1.236 0.559
O 1.085 -1.015 -3.060
H 0.525 -0.143 1.301
O -0.259 -2.827 -0.909
H -1.740 -0.826 0.266
H 0.018 -0.258 4.031
O -0.694 0.093 3.455
O 2.511 0.418 2.063
H 1.553 2.392 -0.448
H -0.101 -2.084 -0.313
H -0.690 -3.469 -0.357
O 0.052 -0.243 0.450
H 0.995 1.854 -2.479
H 0.556 -1.159 -2.316
O -1.626 -2.527 2.764
H 2.816 1.520 -0.498
H -2.476 -2.588 3.202
O -1.706 0.259 -2.049
H -1.577 1.087 -1.637
O 1.859 1.503 -0.640
H -1.087 0.858 3.886
H -1.347 -1.614 3.055
O 0.995 1.545 -3.358
```

Atom charges from the Mulliken analysis, given in e for atoms 1 to 4: 0.2891 0.3382 0.4831 -0.6461


Which of them is the most stable? Correct choice: arrangement one.


Arrangement one

Entry from OMol25: 2 unconnected molecules or ions with the total composition C2H5IO (ωB97M-V with the def2-TZVPD basis set).

Computed properties:
Multiplicity: 1
Highest occupied orbital energy: -9.025 eV
HOMO-LUMO gap: 9.11 eV

```
9
C2H5IO, DFT ωB97M-V with the def2-TZVPD basis set
H -0.674 -1.356 -1.148
O 0.100 1.075 -0.962
H 0.468 -1.139 1.276
H 1.590 -0.904 -0.020
H 1.036 0.562 1.076
H -0.699 1.433 -1.456
I -2.166 0.637 0.822
C 0.743 -0.414 0.626
C -0.398 0.108 -0.213
```

Atom charges from the Mulliken analysis, given in e for atoms 1 to 4: 0.1994 -0.4171 0.4224 0.2654


Arrangement two

Entry from OMol25: 2 unconnected molecules or ions with the total composition C2H5IO (ωB97M-V with the def2-TZVPD basis set).

Computed properties:
Multiplicity: 1
Highest occupied orbital energy: -9.232 eV
HOMO-LUMO gap: 9.87 eV
Structure (SMILES): C=CO.I

```
9
C2H5IO, DFT ωB97M-V with the def2-TZVPD basis set
C 0.505 -0.421 -0.583
H 0.209 -0.661 -1.594
H 1.292 1.480 -0.974
I -3.185 0.178 0.094
H -2.008 0.407 1.104
C 1.084 0.719 -0.248
H 1.373 0.929 0.770
H 0.521 -1.204 1.159
O 0.209 -1.427 0.272
```

Atom charges from the Mulliken analysis, given in e for atoms 1 to 4: 0.0732 0.3391 0.2428 -0.0772


Which of them is the most stable? Correct choice: arrangement two.


Arrangement one

Entry from OMol25: a gas-phase ion, C4H9N2 (charge +1) (ωB97M-V with the def2-TZVPD basis set).

Computed properties:
Multiplicity: 1
Net charge: +1
Highest occupied orbital energy: -14.651 eV
HOMO-LUMO gap: 8.28 eV

```
15
C4H9N2, DFT ωB97M-V with the def2-TZVPD basis set
H 0.078 1.045 -1.585
C 0.007 -1.567 -0.804
H 0.651 -2.209 -0.159
H 1.660 0.947 -0.737
H 0.508 2.979 -0.066
H 0.364 -1.488 -1.826
N -0.198 -0.963 1.939
H 0.699 -1.518 1.679
N 0.173 2.065 0.258
H -0.984 -2.043 -0.724
C -0.850 -0.331 1.104
H -0.803 2.087 0.339
C 0.508 1.017 -0.544
H -1.732 0.260 1.279
C -0.079 -0.281 -0.153
```

Atom charges from the Mulliken analysis, given in e for atoms 1 to 4: 0.3653 -1.1173 0.3296 0.3994


Arrangement two

Entry from OMol25: a molecular structure, C4H9N2 (ωB97M-V with the def2-TZVPD basis set).

Computed properties:
Multiplicity: 1
Net charge: +1
Highest occupied orbital energy: -12.459 eV
HOMO-LUMO gap: 8.57 eV

```
15
C4H9N2, DFT ωB97M-V with the def2-TZVPD basis set
C -1.116 -0.381 -0.484
H 3.101 0.444 -0.821
N 1.020 -0.670 -0.460
H -1.425 -1.097 -1.152
C 0.027 -0.517 0.543
H -0.137 -0.674 1.568
N -2.419 0.133 0.027
H -2.392 1.144 0.218
C 2.761 0.059 0.137
H 2.723 0.865 0.946
H -3.209 -0.049 -0.691
H 0.272 1.489 -0.613
H -2.582 -0.388 0.848
H 3.314 -0.800 0.481
C 0.061 0.443 -0.546
```

Atom charges from the Mulliken analysis, given in e for atoms 1 to 4: -0.0766 0.3020 -0.4616 0.4457


Which of them is the most stable? Correct choice: arrangement one.


Arrangement one

Entry from OMol25: 2 unconnected molecules or ions with the total composition C4H9N2 (ωB97M-V with the def2-TZVPD basis set).

Computed properties:
Multiplicity: 1
Net charge: +1
Highest occupied orbital energy: -13.296 eV
HOMO-LUMO gap: 6.63 eV

```
15
C4H9N2, DFT ωB97M-V with the def2-TZVPD basis set
C 0.180 3.015 -2.423
C 1.440 -2.095 0.844
H -1.077 -1.842 -0.134
H -0.029 3.534 -3.329
H 1.180 3.204 -2.054
H 2.391 -2.114 0.411
H -1.227 1.576 -2.492
H 1.204 0.028 0.748
H 1.538 -1.891 1.869
N -0.727 -0.883 -0.025
H 1.032 -3.155 0.695
C -1.306 0.168 0.231
C 0.811 -0.941 0.230
N -0.456 2.018 -1.983
H 1.075 -0.928 -0.788
```

Atom charges from the Mulliken analysis, given in e for atoms 1 to 4: -0.2745 -1.0955 0.3525 0.2535


Arrangement two

Entry from OMol25: a gas-phase ion, C4H9N2 (charge +1) (ωB97M-V with the def2-TZVPD basis set).

Computed properties:
Multiplicity: 1
Net charge: +1
Highest occupied orbital energy: -16.557 eV
HOMO-LUMO gap: 10.47 eV
Structure (SMILES): CC[C@@H]1N=[N+]1C

```
15
C4H9N2, DFT ωB97M-V with the def2-TZVPD basis set
H 1.370 1.629 1.187
H 2.194 0.452 0.172
N -0.863 0.577 -0.909
C -1.577 -0.520 -1.362
C 0.584 -0.369 1.355
H -0.912 -1.362 -1.562
C 1.216 0.761 0.539
C 0.388 1.214 -0.635
H -2.112 -0.255 -2.284
H 1.213 -0.574 2.217
N -0.992 1.681 -0.415
H -2.358 -0.788 -0.640
H -0.400 -0.085 1.730
H 0.903 1.652 -1.484
H 0.505 -1.289 0.779
```

Atom charges from the Mulliken analysis, given in e for atoms 1 to 4: 0.3064 0.3266 0.5566 -0.6448


Which of them is the most stable? Correct choice: arrangement two.